10
Properties=species:S:1:pos:R:3 method="wB97M-V/def2-TZVPD" gap_ev="9.7073 / 9.7068" mol_weight_g_mol=71.08 total_charge=0 homo_energy_ha="-0.3657 / -0.3657" multiplicity=1 e_tot_ev=-6726.1274
C 0.0383 0.9211 -0.6509
N 1.3332 0.9350 -0.3680
C -0.3434 -0.6507 -0.1989
C -0.7362 -0.8971 1.0627
O -0.7267 1.5545 -1.3210
H 1.8492 1.7703 -0.6349
H 1.0448 -0.3379 -0.0783
H -0.7658 -1.2329 -1.0139
H -1.4084 -1.7080 1.3174
H -0.2851 -0.3543 1.8859